[1]
Here is C40H40F6NOSSeTeZn as an isolated structure in a non-equilibrium geometry from the OMol25 dataset. Energies are from ωB97M-V with the def2-TZVPD basis set.

Geometry as ORCA input:
```
! RIJCOSX wB97M-V def2-TZVPD def2/J DEFGRID3
* xyz -1 1
Zn -0.452 -1.009 0.574
C 3.783 -0.853 3.133
C 2.984 0.436 2.909
C 1.598 0.281 3.550
C 3.004 1.013 1.477
C 3.760 2.090 1.276
C 3.662 2.909 0.018
C 3.352 2.050 -1.161
C 2.595 0.967 -1.072
C 2.117 0.404 -2.429
C 1.843 -1.091 -2.637
C 0.885 1.196 -2.897
C 2.070 0.594 0.325
N 1.511 -0.752 0.435
C 2.423 -1.778 0.288
C 3.814 -1.621 0.126
C 4.671 -2.711 0.036
C 4.196 -4.014 0.069
C 2.820 -4.206 0.152
C 1.999 -3.110 0.241
F 0.663 -3.316 0.234
H 3.887 -1.012 4.212
H 4.784 -0.782 2.700
H 3.289 -1.731 2.714
H 3.494 1.206 3.490
H 1.002 -0.469 3.031
H 1.046 1.219 3.551
H 1.716 -0.049 4.589
H 4.369 2.490 2.084
H 4.576 3.464 -0.162
H 3.687 2.409 -2.128
H 2.936 0.654 -3.106
H 0.921 -1.411 -2.148
H 2.657 -1.726 -2.286
H 1.721 -1.268 -3.710
H 0.018 0.940 -2.283
H 0.638 0.948 -3.939
H 1.054 2.277 -2.806
H 4.230 -0.623 0.084
H 5.736 -2.530 -0.063
H 4.867 -4.863 0.003
H 2.374 -5.194 0.138
C -6.789 -5.475 -0.099
C -5.596 -4.665 0.344
C -4.324 -5.215 0.382
C -3.222 -4.507 0.867
C -1.874 -5.182 0.857
C -3.403 -3.197 1.334
Te -1.827 -2.179 2.367
C -4.677 -2.603 1.248
C -4.922 -1.175 1.665
C -5.746 -3.347 0.755
H -6.490 -6.475 -0.414
H -7.312 -4.995 -0.930
H -7.504 -5.582 0.720
H -4.178 -6.233 0.034
H -1.947 -6.177 0.412
H -1.464 -5.274 1.864
H -1.155 -4.600 0.282
H -4.182 -0.526 1.201
H -4.823 -1.054 2.747
H -5.925 -0.854 1.366
H -6.729 -2.884 0.703
F 2.527 7.393 1.434
C 2.106 6.144 1.210
C 2.949 5.216 0.657
F 4.211 5.618 0.385
C 2.543 3.935 0.273
F 2.056 4.230 -1.701
C 1.292 3.539 0.803
Se 0.497 1.812 0.577
C 0.453 4.480 1.379
F -0.784 4.132 1.787
C 0.826 5.787 1.578
F -0.010 6.679 2.130
C -4.174 1.941 -0.397
S -2.404 1.722 -0.185
O -2.193 0.218 -0.235
C -1.901 2.370 -1.772
C -2.103 1.618 -2.920
C -1.630 2.107 -4.128
C -0.937 3.313 -4.170
C -0.728 4.047 -3.011
C -1.222 3.581 -1.801
H -4.505 1.301 -1.216
H -4.338 2.994 -0.627
H -4.667 1.669 0.537
H -2.594 0.653 -2.856
H -1.774 1.528 -5.033
H -0.523 3.662 -5.108
H -0.138 4.956 -3.029
H -1.040 4.129 -0.882
*
```

The HOMO-LUMO gap is 6.799 eV. For the highest occupied orbital energy, the calculation gives -4.73 eV. The calculation puts the relative energy (zero: lowest compared OMol25 entry of this formula, charge and spin) at 379.4 kJ/mol. The max |F| comes out at 1.3 eV/A.


[2]
Here is C40H41BN8O3RhS as an isolated structure in a non-equilibrium geometry from the OMol25 dataset. Energies are from ωB97M-V with the def2-TZVPD basis set.

Geometry as ORCA input:
```
! RIJCOSX wB97M-V def2-TZVPD def2/J DEFGRID3
* xyz 1 5
Rh -0.218 0.574 0.046
C -4.662 2.902 2.690
C -3.803 2.539 1.571
C -3.994 2.884 0.265
C -2.892 2.295 -0.487
N -2.092 1.757 0.349
N -2.567 1.849 1.614
B -1.841 1.075 2.739
N -1.844 -0.420 2.411
N -1.086 -1.021 1.457
C -1.196 -2.364 1.581
C -2.011 -2.660 2.683
C -2.447 -1.429 3.164
C -3.448 -1.112 4.269
C -0.590 -3.439 0.670
C -0.273 -4.651 1.265
C 0.239 -5.733 0.538
C 0.481 -5.641 -0.819
C 0.347 -4.375 -1.421
C -0.256 -3.330 -0.697
N -0.331 1.399 2.831
N 0.476 1.688 1.785
C 1.745 1.682 2.177
C 1.808 1.249 3.517
C 0.507 1.039 3.886
C -0.081 0.642 5.162
C 2.847 2.255 1.361
C 4.121 1.660 1.494
C 5.207 2.191 0.803
C 5.047 3.292 -0.072
C 3.770 3.825 -0.219
C 2.725 3.298 0.490
C -2.627 2.378 -1.959
C -3.633 2.020 -2.829
C -3.392 1.734 -4.182
C -2.112 1.905 -4.561
C -1.085 2.303 -3.725
C -1.327 2.545 -2.392
H -5.571 3.303 2.341
H -4.144 3.594 3.410
H -5.004 2.017 3.227
H -4.840 3.333 -0.157
H -2.329 1.219 3.842
H -2.328 -3.631 2.936
H -3.751 -2.021 4.640
H -4.313 -0.711 3.798
H -3.106 -0.351 4.933
H -0.409 -4.840 2.319
H 0.587 -6.580 1.060
H 0.998 -6.506 -1.445
H 0.678 -4.196 -2.393
H -0.262 -2.397 -1.185
H 2.605 1.109 4.198
H -0.155 -0.474 5.280
H -1.068 1.086 5.263
H 0.562 0.992 5.992
H 4.378 0.857 2.180
H 6.203 1.944 1.090
H 5.938 3.756 -0.439
H 3.595 4.523 -1.075
H 1.753 3.761 0.493
H -4.634 1.967 -2.414
H -4.258 1.660 -4.841
H -1.801 1.665 -5.605
H -0.082 2.114 -4.094
H -0.560 2.990 -1.777
C -4.555 -1.134 -0.241
N -3.725 -1.494 -1.353
C -3.964 -2.579 -2.286
C -2.571 -0.876 -1.494
N -1.564 -0.322 -1.592
H -5.503 -1.672 -0.362
H -4.732 -0.018 -0.236
H -4.084 -1.411 0.705
H -4.905 -2.394 -2.878
H -4.064 -3.525 -1.730
H -3.143 -2.679 -2.956
C 7.629 -0.684 -3.018
C 6.153 -0.659 -2.765
C 5.237 -0.418 -3.819
C 3.916 -0.194 -3.486
C 3.390 -0.298 -2.193
C 4.263 -0.581 -1.157
C 5.649 -0.752 -1.450
S 1.684 -0.312 -1.963
O 1.385 -0.819 -0.633
O 1.067 -1.107 -3.023
O 1.315 1.101 -1.881
H 7.932 -1.548 -3.631
H 8.245 -0.668 -2.076
H 7.961 0.153 -3.602
H 5.392 -0.442 -4.879
H 3.213 0.015 -4.260
H 3.911 -0.734 -0.168
H 6.278 -0.941 -0.607
*
```

The HOMO-LUMO gap (alpha / beta) is 9.168 / 4.672 eV. For the highest occupied orbital energy (alpha / beta), the calculation gives -10.98 / -10.94 eV. The max |F| comes out at 4.3 eV/A.


[3]
Here is C40H41F9LiN4O3PSe as an isolated structure in a non-equilibrium geometry from the OMol25 dataset. Energies are from ωB97M-V with the def2-TZVPD basis set.

Geometry as ORCA input:
```
! RIJCOSX wB97M-V def2-TZVPD def2/J DEFGRID3
* xyz -2 1
Li 1.225 -0.624 0.675
N 1.223 -0.624 -1.289
C 2.641 -0.626 -1.622
C 3.449 -1.179 -0.455
O 4.396 -1.945 -0.650
N 3.022 -0.624 0.679
C 3.422 -1.315 1.909
C 2.331 -1.061 2.964
O 2.655 -1.332 4.166
O 1.228 -0.624 2.523
H 0.740 -1.451 -1.640
H 0.741 0.197 -1.654
H 2.988 0.391 -1.836
H 2.814 -1.239 -2.512
H 4.380 -0.942 2.288
H 3.503 -2.404 1.798
F -3.741 4.382 4.576
C -2.414 4.610 4.780
F -2.258 5.963 4.746
F -2.166 4.240 6.068
C -1.543 3.906 3.769
C -1.714 4.154 2.401
C -0.904 3.521 1.450
C 0.101 2.625 1.838
C 0.255 2.370 3.213
C -0.550 3.004 4.166
P 1.225 1.767 0.675
C 0.755 2.402 -0.962
C 1.397 3.453 -1.627
C 0.955 3.890 -2.884
C -0.133 3.274 -3.517
C -0.774 2.215 -2.864
C -0.331 1.783 -1.610
C -0.623 3.770 -4.854
F -1.328 2.835 -5.551
F -1.448 4.846 -4.734
F 0.387 4.163 -5.679
C 2.825 2.545 1.070
C 2.960 3.872 1.506
C 4.210 4.392 1.859
C 5.360 3.593 1.794
C 5.236 2.275 1.338
C 3.985 1.758 0.983
C 6.704 4.158 2.182
F 6.636 5.001 3.250
F 7.612 3.201 2.524
F 7.276 4.874 1.175
H -2.482 4.851 2.065
H -1.077 3.759 0.404
H 1.020 1.678 3.562
H -0.391 2.787 5.222
H 2.250 3.962 -1.188
H 1.472 4.718 -3.368
H -1.625 1.717 -3.327
H -0.855 0.955 -1.134
H 2.092 4.523 1.584
H 4.279 5.424 2.199
H 6.114 1.633 1.268
H 3.925 0.723 0.650
C -4.333 -1.511 -4.013
C -4.161 -1.064 -2.561
C -2.908 -0.201 -2.335
C -1.576 -0.946 -2.556
N -1.422 -2.099 -1.651
C -1.287 -2.089 -0.292
Se -1.217 -0.624 0.675
N -1.153 -3.347 0.220
C -0.974 -3.738 1.630
C -2.213 -3.418 2.490
C -3.500 -4.127 2.033
C -3.440 -5.646 2.190
C -1.186 -4.161 -0.859
C -1.074 -5.556 -0.919
C -1.139 -6.168 -2.182
C -1.306 -5.392 -3.346
C -1.411 -3.993 -3.262
C -1.349 -3.405 -1.992
H -5.278 -2.085 -4.113
H -3.503 -2.165 -4.336
H -4.384 -0.627 -4.683
H -4.141 -1.951 -1.892
H -5.051 -0.453 -2.294
H -2.947 0.189 -1.300
H -2.947 0.679 -3.013
H -0.727 -0.248 -2.397
H -1.526 -1.264 -3.614
H -0.088 -3.207 2.040
H -0.759 -4.820 1.717
H -2.403 -2.328 2.475
H -2.002 -3.694 3.545
H -3.729 -3.863 0.978
H -4.336 -3.759 2.667
H -2.656 -6.089 1.548
H -4.415 -6.086 1.890
H -3.241 -5.915 3.249
H -0.939 -6.164 -0.039
H -1.056 -7.245 -2.262
H -1.351 -5.876 -4.313
H -1.532 -3.413 -4.163
H 1.225 -2.301 0.675
*
```

The HOMO-LUMO gap (alpha / beta) is 3.544 / 3.546 eV. For the highest occupied orbital energy (alpha / beta), the calculation gives 0.35 / 0.34 eV. The max |F| comes out at 3.3 eV/A.


[4]
Here is C40H41MnN9S3 as an isolated structure from the OMol25 dataset. Energies are from ωB97M-V with the def2-TZVPD basis set.

Geometry as ORCA input:
```
! RIJCOSX wB97M-V def2-TZVPD def2/J DEFGRID3
* xyz 4 2
Mn -0.183 0.216 0.238
C -1.660 -3.994 -1.079
N -2.343 -2.811 -1.625
C -3.493 -3.019 -2.524
C -1.937 -1.603 -1.284
N -0.946 -1.376 -0.426
N -2.586 -0.537 -1.869
C -2.311 0.793 -1.712
N -3.050 1.627 -2.435
N -1.375 1.206 -0.883
H -2.010 -4.870 -1.614
H -1.887 -4.121 -0.020
H -0.583 -3.923 -1.236
H -3.715 -4.079 -2.557
H -3.261 -2.694 -3.540
H -4.383 -2.516 -2.143
H -0.562 -2.233 -0.050
H -3.316 -0.770 -2.525
H -3.760 1.311 -3.077
H -2.923 2.625 -2.375
H -1.254 2.211 -0.914
N 1.404 0.692 -0.227
S 2.798 0.764 0.467
N 2.885 0.255 1.957
S 2.734 0.832 3.400
N 1.306 0.916 4.009
S -0.144 0.945 3.385
N -0.229 0.398 1.958
C -0.767 2.589 3.495
C -0.999 3.332 2.346
C -1.433 4.642 2.483
C -1.629 5.179 3.749
C -1.396 4.418 4.890
C -0.962 3.108 4.774
C -1.090 -0.013 4.500
C -2.476 0.109 4.403
C -3.258 -0.658 5.247
C -2.655 -1.521 6.159
C -1.273 -1.630 6.234
C -0.467 -0.873 5.398
C 3.504 2.390 3.620
C 4.850 2.494 3.273
C 5.488 3.700 3.490
C 4.793 4.764 4.062
C 3.458 4.633 4.418
C 2.795 3.435 4.198
C 3.607 -0.305 4.409
C 4.052 -1.519 3.902
C 4.738 -2.367 4.760
C 4.961 -1.996 6.079
C 4.500 -0.776 6.566
C 3.815 0.087 5.731
C 3.902 -0.300 -0.378
C 3.673 -0.539 -1.729
C 4.597 -1.306 -2.422
C 5.721 -1.802 -1.772
C 5.936 -1.541 -0.422
C 5.026 -0.781 0.291
C 3.358 2.420 0.267
C 2.542 3.442 0.749
C 2.960 4.748 0.587
C 4.163 5.019 -0.062
C 4.957 3.989 -0.544
C 4.562 2.668 -0.381
H -0.856 2.886 1.371
H -1.633 5.243 1.606
H -1.979 6.199 3.850
H -1.566 4.840 5.871
H -0.794 2.501 5.656
H -2.931 0.797 3.701
H -4.335 -0.575 5.206
H -3.274 -2.109 6.824
H -0.820 -2.300 6.952
H 0.611 -0.935 5.454
H 5.394 1.647 2.870
H 6.535 3.807 3.238
H 5.308 5.698 4.249
H 2.937 5.457 4.886
H 1.761 3.310 4.491
H 3.860 -1.801 2.877
H 5.098 -3.319 4.396
H 5.503 -2.662 6.737
H 4.683 -0.494 7.594
H 3.465 1.045 6.096
H 2.805 -0.127 -2.224
H 4.445 -1.510 -3.473
H 6.440 -2.394 -2.322
H 6.816 -1.928 0.073
H 5.186 -0.573 1.341
H 1.599 3.218 1.238
H 2.347 5.559 0.955
H 4.478 6.045 -0.199
H 5.882 4.207 -1.060
H 5.174 1.865 -0.769
*
```

The HOMO-LUMO gap (alpha / beta) is 6.966 / 7.247 eV. For the highest occupied orbital energy (alpha / beta), the calculation gives -18.69 / -18.70 eV. The calculation puts the relative energy (zero: lowest compared OMol25 entry of this formula, charge and spin) at 22.6 kJ/mol. The max |F| comes out at 0.5 eV/A.


[5]
Here is an isolated ion of composition C40H41N2O and charge +1 in a non-equilibrium geometry from the OMol25 dataset. Energies are from ωB97M-V with the def2-TZVPD basis set.

Geometry as ORCA input:
```
! RIJCOSX wB97M-V def2-TZVPD def2/J DEFGRID3
* xyz 1 1
O 0.942 1.719 -0.185
C 0.326 2.409 0.904
C 1.508 3.098 1.599
C 2.725 3.113 0.925
C 3.855 3.664 1.540
C 3.736 4.316 2.770
C 2.481 4.426 3.385
C 1.371 3.800 2.811
C -0.662 3.473 0.303
C -1.506 3.132 -0.760
C -2.243 4.122 -1.427
C -2.159 5.466 -1.046
C -1.367 5.801 0.049
C -0.640 4.811 0.719
C -0.406 1.392 1.856
C 0.088 1.048 3.244
C -0.856 -0.076 3.692
C -1.563 -0.599 2.450
N -0.774 0.009 1.288
C 0.203 -0.932 0.765
C -0.570 -1.752 -0.228
C -0.523 -1.392 -1.544
N -0.943 -2.179 -2.552
C -1.092 -1.578 -3.882
C -2.031 -0.383 -3.878
C -1.704 0.764 -4.610
C -2.502 1.906 -4.513
C -3.652 1.894 -3.715
C -3.999 0.736 -3.015
C -3.198 -0.404 -3.105
C -1.074 -3.626 -2.343
C 0.230 -4.281 -1.947
C 0.254 -5.237 -0.927
C 1.450 -5.863 -0.577
C 2.635 -5.540 -1.241
C 2.622 -4.548 -2.229
C 1.423 -3.916 -2.575
C 0.933 -1.809 1.790
C 2.144 -1.411 2.374
C 2.928 -2.366 3.044
C 2.548 -3.709 3.099
C 1.325 -4.082 2.551
C 0.498 -3.127 1.961
H 0.277 1.243 -0.728
H 2.804 2.663 -0.064
H 4.816 3.581 1.031
H 4.611 4.756 3.252
H 2.346 4.998 4.307
H 0.387 3.875 3.284
H -1.589 2.097 -1.105
H -2.870 3.843 -2.271
H -2.703 6.237 -1.595
H -1.289 6.838 0.383
H -0.047 5.124 1.576
H -1.403 1.838 1.999
H 1.143 0.743 3.262
H -0.003 1.927 3.887
H -0.311 -0.872 4.212
H -1.614 0.335 4.370
H -1.633 -1.684 2.371
H -2.584 -0.209 2.343
H -1.446 0.222 0.549
H 0.939 -0.322 0.230
H -1.376 -2.428 0.113
H -0.205 -0.383 -1.831
H -1.399 -2.358 -4.594
H -0.101 -1.214 -4.200
H -0.794 0.762 -5.217
H -2.225 2.807 -5.061
H -4.286 2.778 -3.642
H -4.895 0.711 -2.392
H -3.450 -1.310 -2.546
H -1.826 -3.803 -1.556
H -1.459 -4.047 -3.287
H -0.679 -5.485 -0.414
H 1.451 -6.612 0.216
H 3.567 -6.044 -0.978
H 3.543 -4.267 -2.739
H 1.413 -3.137 -3.344
H 2.503 -0.385 2.257
H 3.882 -2.067 3.465
H 3.185 -4.468 3.569
H 1.011 -5.125 2.529
H -0.455 -3.443 1.537
*
```

The HOMO-LUMO gap is 8.513 eV. For the highest occupied orbital energy, the calculation gives -10.65 eV. The calculation puts the relative energy (zero: lowest compared OMol25 entry of this formula, charge and spin) at 0.0 kJ/mol. The max |F| comes out at 3.1 eV/A.